No. 1
{"formula": "C4H5NO", "method": "ωB97M-V/def2-TZVPD", "homo_energy_ha": -0.3089, "fmax_ev_per_a": 5.82, "relative_energy_kcal_mol": 96.4, "e_tot_ev": -7762.3465, "orbital_gap_ev": 9.2446, "species": ["C", "C", "C", "C", "N", "O", "H", "H", "H", "H", "H"], "positions_angstrom": [[0.86411, -1.07311, -0.10744], [0.74103, -0.42887, -1.23074], [-0.74408, 0.93648, 0.01146], [-0.35554, 0.19912, 1.05229], [-0.27649, 0.53808, -1.26256], [-0.34550, -0.02884, 2.39696], [1.25202, -1.94520, 0.28363], [1.36834, -0.75531, -2.14852], [-1.49789, 1.81120, 0.05061], [-0.02329, 1.36406, -1.82064], [-0.98272, -0.61759, 2.77495]]}

---

No. 2
{"formula": "C19H31BaO9S", "method": "ωB97M-V/def2-TZVPD", "homo_energy_ha": -0.4088, "fmax_ev_per_a": 0.65, "total_charge": 1, "relative_energy_kcal_mol": 0.0, "e_tot_ev": -50159.0136, "orbital_gap_ev": 8.9562, "species": ["Ba", "C", "C", "O", "C", "C", "O", "C", "C", "O", "C", "C", "O", "C", "C", "O", "C", "C", "O", "H", "H", "H", "H", "H", "H", "H", "H", "H", "H", "H", "H", "H", "H", "H", "H", "H", "H", "H", "H", "H", "H", "H", "H", "C", "C", "C", "C", "C", "C", "C", "S", "O", "O", "O", "H", "H", "H", "H", "H", "H", "H"], "positions_angstrom": [[0.11516, -0.11590, -1.03372], [-2.65024, 2.22648, -0.23832], [-2.31273, 2.32367, -1.71026], [-2.24424, 1.01645, -2.26986], [-2.01898, 0.97960, -3.67371], [-1.90661, -0.46201, -4.11159], [-0.73515, -1.05750, -3.56409], [-0.60318, -2.44033, -3.88187], [0.42419, -3.06689, -2.95809], [0.09677, -2.94247, -1.58018], [-0.88434, -3.80289, -1.02385], [-2.23141, -3.11089, -0.86196], [-2.14211, -1.85060, -0.20793], [-2.47621, -1.78376, 1.17547], [-1.24996, -1.69177, 2.07139], [-0.37799, -0.62740, 1.71710], [-0.53589, 0.63128, 2.36302], [-1.69839, 1.47057, 1.84974], [-1.60711, 1.54682, 0.43971], [-3.59715, 1.69078, -0.10470], [-2.76197, 3.24110, 0.15778], [-1.36038, 2.85091, -1.85008], [-3.10274, 2.90486, -2.19771], [-1.11143, 1.53631, -3.93897], [-2.86620, 1.42783, -4.20332], [-1.86960, -0.49166, -5.20529], [-2.79306, -1.01159, -3.77474], [-0.27532, -2.55910, -4.91946], [-1.57307, -2.93832, -3.77282], [1.38505, -2.56039, -3.06953], [0.56613, -4.11575, -3.23418], [-0.50253, -4.12313, -0.05235], [-1.02441, -4.69453, -1.64380], [-2.91585, -3.77659, -0.32785], [-2.66233, -2.90771, -1.84437], [-3.07162, -2.65273, 1.47035], [-3.09803, -0.89552, 1.29386], [-0.65481, -2.60279, 1.98099], [-1.55841, -1.59986, 3.11805], [0.40685, 1.15629, 2.19314], [-0.66162, 0.49163, 3.44131], [-1.62086, 2.46976, 2.29274], [-2.66511, 1.04749, 2.14699], [4.15941, 2.25264, 5.05629], [3.87083, 1.98306, 3.60545], [3.60539, 3.02635, 2.72098], [3.34658, 2.77893, 1.38211], [3.34967, 1.47330, 0.91635], [3.61577, 0.41910, 1.77723], [3.87347, 0.67910, 3.11422], [2.98473, 1.17191, -0.79367], [4.07243, 1.61600, -1.60565], [1.70562, 1.89438, -1.02330], [2.68008, -0.27501, -0.87397], [4.09851, 3.31608, 5.27986], [5.15672, 1.90498, 5.32766], [3.44778, 1.72753, 5.69551], [3.60776, 4.04662, 3.08402], [3.14191, 3.59275, 0.69849], [3.62217, -0.59317, 1.39630], [4.08808, -0.14434, 3.78507]]}

---

No. 3
{"formula": "C2H3Br3S", "method": "ωB97M-V/def2-TZVPD", "homo_energy_ha": [-0.2779, -0.3003], "fmax_ev_per_a": 4.43, "relative_energy_kcal_mol": 81.4, "e_tot_ev": -223081.1665, "orbital_gap_ev": [6.8146, 8.1592], "species": ["C", "C", "S", "Br", "Br", "Br", "H", "H", "H"], "positions_angstrom": [[-0.60419, 0.15496, 1.22267], [0.39439, 0.53494, -1.34906], [-0.92543, -1.52037, 1.00540], [2.07368, 1.42162, -0.95423], [-0.80740, 1.33890, -2.42304], [0.63076, -1.29184, -1.59598], [0.41688, 0.40271, 1.39037], [-1.42748, 0.73900, 1.50873], [0.24880, -1.77993, 1.19515]]}

---

No. 4
{"formula": "C32H90O20", "method": "ωB97M-V/def2-TZVPD", "homo_energy_ha": -0.3455, "fmax_ev_per_a": 3.30, "relative_energy_kcal_mol": 68.6, "e_tot_ev": -75588.2800, "orbital_gap_ev": 9.5779, "species": ["C", "C", "C", "O", "H", "H", "H", "H", "H", "H", "H", "H", "C", "C", "C", "O", "H", "H", "H", "H", "H", "H", "H", "H", "C", "C", "C", "O", "H", "H", "H", "H", "H", "H", "H", "H", "C", "C", "C", "O", "H", "H", "H", "H", "H", "H", "H", "H", "C", "C", "C", "O", "H", "H", "H", "H", "H", "H", "H", "H", "C", "C", "C", "O", "H", "H", "H", "H", "H", "H", "H", "H", "C", "C", "O", "O", "H", "H", "H", "H", "H", "H", "C", "C", "O", "O", "H", "H", "H", "H", "H", "H", "C", "C", "O", "O", "H", "H", "H", "H", "H", "H", "C", "C", "O", "O", "H", "H", "H", "H", "H", "H", "C", "C", "O", "O", "H", "H", "H", "H", "H", "H", "C", "C", "O", "O", "H", "H", "H", "H", "H", "H", "C", "C", "O", "O", "H", "H", "H", "H", "H", "H"], "positions_angstrom": [[-0.89221, -1.94607, 4.46850], [-2.00485, -0.99502, 4.97321], [-3.20745, -1.81411, 5.37228], [-1.51820, -0.29069, 6.08823], [-1.16946, -2.37912, 3.50741], [-0.62077, -2.79980, 5.08944], [0.03305, -1.39463, 4.30141], [-2.22409, -0.25438, 4.20413], [-4.01884, -1.13655, 5.63811], [-3.24694, -2.41955, 6.27780], [-3.55629, -2.42218, 4.53763], [-1.31602, -0.93370, 6.77180], [4.95582, -1.28271, -2.40562], [4.02021, -2.14734, -1.54543], [3.82738, -3.62381, -2.02500], [4.53872, -2.28856, -0.27249], [4.56166, -1.31868, -3.42123], [6.02299, -1.41741, -2.22925], [4.88187, -0.27499, -1.99682], [3.06466, -1.62339, -1.52313], [3.58942, -3.72204, -3.08415], [3.01413, -4.01828, -1.41580], [4.76817, -4.14663, -1.85279], [4.80863, -1.46441, 0.13926], [2.19213, 4.01904, -1.49477], [2.15640, 5.48880, -1.91238], [2.36660, 5.65152, -3.40476], [0.86573, 6.05675, -1.68030], [1.64393, 3.79625, -0.57937], [3.16536, 3.54047, -1.60385], [1.70907, 3.45031, -2.28930], [2.87684, 6.06740, -1.33419], [1.54362, 5.24800, -3.99465], [3.35372, 5.22244, -3.57675], [2.47923, 6.71265, -3.62703], [0.19888, 5.43006, -1.97039], [1.46913, 1.67470, 7.40658], [1.79909, 1.18719, 5.96467], [1.19920, 2.08749, 4.95386], [3.17822, 1.11208, 5.82705], [0.47490, 2.11221, 7.49699], [2.16983, 2.45999, 7.69019], [1.36476, 0.86789, 8.13202], [1.39181, 0.19373, 5.77693], [0.11574, 2.15734, 5.05056], [1.30757, 1.60301, 3.98348], [1.71807, 3.03039, 4.78123], [3.42322, 0.34696, 6.35257], [-0.53370, 0.55348, -1.25948], [0.40182, 0.08605, -0.12933], [0.04273, 0.53161, 1.27277], [0.58786, -1.34801, -0.21132], [-0.30342, 1.58868, -1.51133], [-1.57915, 0.49974, -0.95579], [-0.46100, 0.03214, -2.21396], [1.35750, 0.54782, -0.37742], [0.44160, -0.11369, 2.05546], [-1.03780, 0.52739, 1.41614], [0.47744, 1.51300, 1.46253], [1.35846, -1.54229, 0.32722], [0.28120, -5.77454, 3.71264], [1.71402, -5.38320, 3.20050], [1.63251, -5.00504, 1.68145], [2.30160, -4.35182, 3.88034], [-0.38134, -4.93613, 3.92758], [0.32204, -6.36505, 4.62792], [-0.23131, -6.44253, 3.02037], [2.32451, -6.27186, 3.36077], [2.62751, -4.89502, 1.25018], [1.01913, -4.14000, 1.42926], [1.22382, -5.83350, 1.10290], [2.45542, -3.64398, 3.25033], [3.74154, 0.17102, 2.16392], [3.67819, -1.05856, 3.06861], [3.00733, -2.05464, 2.23093], [4.77440, 0.12650, 1.20424], [3.86483, 1.10631, 2.70993], [2.87597, 0.33198, 1.52126], [3.11217, -0.80878, 3.96601], [4.68262, -1.34419, 3.38106], [3.32965, -1.98345, 1.32947], [5.51315, 0.50332, 1.68782], [-4.38705, 0.56977, 0.63403], [-3.89869, 0.53305, 2.09342], [-3.28872, 1.72438, 2.46152], [-5.45003, 1.45027, 0.39822], [-4.68343, -0.44837, 0.38174], [-3.60115, 0.78764, -0.08916], [-3.28899, -0.35887, 2.23781], [-4.73982, 0.32947, 2.75611], [-3.05815, 1.72464, 3.39341], [-5.04644, 2.32005, 0.44516], [-1.96063, 4.23648, 0.03196], [-3.41507, 4.88221, 0.00618], [-4.30948, 3.82507, -0.12025], [-1.63645, 3.82807, 1.34692], [-1.21662, 4.98094, -0.25145], [-1.84821, 3.35073, -0.59326], [-3.48721, 5.50108, -0.88819], [-3.48322, 5.55899, 0.85790], [-5.13041, 4.17123, -0.47779], [-2.25217, 3.12003, 1.54986], [2.90943, 1.03641, -4.81327], [2.01324, -0.01745, -4.22972], [0.65290, 0.33822, -4.48888], [2.61251, 2.32810, -4.30726], [2.78762, 1.04877, -5.89637], [3.94291, 0.85634, -4.51734], [2.17624, -0.09385, -3.15469], [2.20322, -0.98433, -4.69572], [0.61679, 1.28365, -4.32612], [3.08928, 2.96701, -4.84214], [-3.20119, 1.97425, -3.54893], [-4.28345, 3.05142, -3.48926], [-5.50059, 2.53912, -3.12370], [-1.93982, 2.54364, -3.82587], [-3.52896, 1.13242, -4.15885], [-3.05812, 1.54386, -2.55778], [-4.40714, 3.54267, -4.45440], [-4.02844, 3.81870, -2.75828], [-5.69997, 1.76241, -3.65148], [-1.81835, 2.52005, -4.77786], [-2.21587, -2.89427, -1.38100], [-3.58266, -2.33548, -1.93413], [-3.57434, -2.48960, -3.33207], [-2.00461, -2.53599, -0.01531], [-1.40307, -2.52407, -2.00581], [-2.16345, -3.94634, -1.66118], [-3.84545, -1.31939, -1.63985], [-4.38389, -2.86667, -1.42035], [-2.81347, -2.05175, -3.72060], [-1.14982, -2.10368, 0.04830], [-1.85808, -3.50873, -6.04698], [-1.32015, -2.06947, -6.31810], [-1.68420, -1.23382, -5.18899], [-1.30173, -4.52865, -6.84420], [-2.94805, -3.49988, -6.04811], [-1.60129, -3.77621, -5.02199], [-1.65734, -1.60110, -7.24279], [-0.24128, -2.20119, -6.40043], [-0.93766, -0.68966, -4.92786], [-1.76567, -5.32769, -6.58364]]}

---

No. 5
{"formula": "C18H44O22S4", "method": "ωB97M-V/def2-TZVPD", "homo_energy_ha": -0.3696, "smiles": "O=S1(=O)CCCC1.O=S1(=O)OCCO1.O=S1(=O)OCCO1.O=S1(=O)OCCO1.OCCO.OCCO.OCCO.OCCO", "fmax_ev_per_a": 4.95, "e_tot_ev": -107755.2354, "orbital_gap_ev": 10.1901, "species": ["O", "S", "O", "C", "C", "C", "C", "H", "H", "H", "H", "H", "H", "H", "H", "O", "S", "O", "O", "C", "C", "O", "H", "H", "H", "H", "O", "S", "O", "O", "C", "C", "O", "H", "H", "H", "H", "O", "S", "O", "O", "C", "C", "O", "H", "H", "H", "H", "O", "C", "C", "O", "H", "H", "H", "H", "H", "H", "O", "C", "C", "O", "H", "H", "H", "H", "H", "H", "O", "C", "C", "O", "H", "H", "H", "H", "H", "H", "O", "C", "C", "O", "H", "H", "H", "H", "H", "H"], "positions_angstrom": [[0.23990, 11.40732, -0.52931], [1.54457, 10.94668, -0.02487], [2.66430, 11.88364, 0.11146], [1.20944, 10.04116, 1.58450], [1.24257, 8.54427, 1.34748], [1.28552, 8.35475, -0.19593], [2.11207, 9.45785, -0.93293], [0.38478, 10.55492, 2.07856], [2.10099, 10.23567, 2.18066], [2.13966, 8.07072, 1.74632], [0.39590, 8.00700, 1.77478], [0.30086, 8.45439, -0.65267], [1.72758, 7.41155, -0.51698], [1.91925, 9.63962, -1.99022], [3.19894, 9.44513, -0.85144], [-5.86927, -5.17030, -2.86921], [-5.42142, -6.34934, -2.10939], [-4.11457, -6.28336, -1.50068], [-6.58386, -7.05872, -1.15906], [-7.57228, -7.60913, -1.92049], [-6.99500, -7.86178, -3.24404], [-5.53829, -7.66413, -3.13013], [-8.00251, -8.52678, -1.51931], [-8.32068, -6.81871, -1.97707], [-7.35084, -7.24140, -4.06660], [-7.25983, -8.89249, -3.47983], [1.08314, 1.65425, 1.33539], [-0.15258, 1.31793, 0.64327], [-1.06366, 2.35170, 0.11826], [0.22164, 0.42734, -0.63693], [0.22853, -0.95919, -0.41933], [-0.78348, -1.18181, 0.66221], [-0.93388, 0.04063, 1.30412], [-0.04950, -1.57832, -1.27226], [1.25295, -1.28140, -0.23267], [-0.45650, -1.85498, 1.45470], [-1.74286, -1.62232, 0.39085], [3.03871, -0.88050, 6.23314], [3.03151, 0.49467, 6.78075], [4.08140, 1.44819, 6.43747], [1.51594, 1.20671, 6.53032], [0.80477, 1.31750, 7.65743], [1.80459, 1.39795, 8.79252], [2.70940, 0.37226, 8.40248], [0.24486, 2.24308, 7.52366], [0.11019, 0.49975, 7.84963], [1.42259, 1.13402, 9.77868], [2.32266, 2.35647, 8.76168], [6.87765, 2.38667, -2.03764], [5.74735, 3.16161, -1.85389], [5.56213, 4.35403, -2.86774], [6.48647, 5.39940, -2.72940], [7.65415, 2.94067, -1.92934], [4.92856, 2.45711, -2.00002], [5.74006, 3.59066, -0.85192], [4.56623, 4.79274, -2.80591], [5.62690, 3.95080, -3.87833], [6.40372, 5.73796, -1.83490], [4.06375, -5.54929, -0.55244], [3.76809, -6.10792, 0.66052], [2.60798, -7.13480, 0.53987], [2.45508, -8.06348, 1.58392], [4.61629, -6.16236, -1.04279], [4.64789, -6.70945, 0.88904], [3.64174, -5.40117, 1.48067], [2.73653, -7.74764, -0.35232], [1.68024, -6.58184, 0.39284], [3.26185, -8.56787, 1.71168], [2.12933, -1.77646, -7.05819], [3.06288, -2.81367, -6.64544], [3.94593, -2.10737, -5.55445], [4.63652, -0.94392, -6.02073], [2.65195, -1.00385, -7.28523], [2.54981, -3.74806, -6.41791], [3.60646, -3.05759, -7.55821], [4.61657, -2.81697, -5.06988], [3.30989, -1.94132, -4.68498], [5.13998, -0.54005, -5.31008], [-8.12899, -1.68728, 1.18819], [-9.19435, -2.40682, 1.71229], [-10.56756, -1.97854, 1.21886], [-11.12596, -2.89156, 0.26446], [-7.46713, -1.44935, 1.84158], [-8.97326, -3.47113, 1.63189], [-8.93495, -2.45224, 2.77001], [-10.50599, -1.00437, 0.73378], [-11.23730, -1.80589, 2.06132], [-10.71470, -2.73185, -0.58815]]}